No. 1
A structure of composition C26H43Cl3FeN3O3Si in a non-equilibrium geometry. Source: OMol25; level of theory: ωB97M-V with the def2-TZVPD basis set.

XYZ file:
```
80
Properties=species:S:1:pos:R:3
C 3.009 -2.703 -2.382
C 2.538 -1.958 -3.590
H 2.279 -3.484 -2.129
H 3.176 -2.114 -1.445
H 3.952 -3.205 -2.640
C 2.364 -2.604 -4.767
C 2.565 -4.076 -4.961
H 2.144 -2.045 -5.684
H 1.993 -4.693 -4.245
H 3.627 -4.375 -4.912
H 2.243 -4.311 -5.984
Fe 2.637 -0.224 -0.792
Cl 4.283 1.153 -0.459
Cl 1.497 -1.405 0.609
C -1.429 2.683 2.692
O -2.578 2.222 2.645
N -1.069 3.855 2.083
C -2.056 4.583 1.299
C 0.335 4.224 1.902
H -0.581 2.202 3.228
H -3.057 4.321 1.664
H -1.981 4.323 0.226
H -1.853 5.657 1.413
H 0.929 3.801 2.726
H 0.409 5.322 1.914
H 0.745 3.856 0.940
H 0.743 -3.671 2.821
H -1.857 -3.103 1.170
C -0.070 -4.330 3.174
C -2.196 -3.790 1.965
N -1.365 -3.658 3.144
H 0.154 -4.616 4.212
C -1.768 -2.862 4.159
O -2.847 -2.256 4.177
H -3.221 -3.536 2.252
H -1.030 -2.837 4.990
H -0.103 -5.212 2.519
H -2.122 -4.826 1.610
O 1.659 -0.142 -2.279
C 2.406 -0.446 -3.426
C 0.877 -0.095 -5.515
C 1.916 0.312 -4.660
H 0.380 -1.060 -5.379
C 0.468 0.708 -6.594
H 3.435 -0.090 -3.181
C 2.622 1.475 -4.979
H -0.345 0.342 -7.233
C 1.100 1.929 -6.814
C 2.176 2.307 -6.008
H 3.496 1.715 -4.374
H 0.757 2.571 -7.628
H 2.692 3.247 -6.185
Si -0.826 0.554 -2.689
Cl -1.040 -1.337 -3.539
C -2.445 1.136 -3.435
C 0.170 2.185 -3.125
C -0.763 0.704 -0.761
H -2.611 2.185 -3.143
H -3.206 0.482 -2.974
H -2.471 1.031 -4.539
H -0.656 -0.331 -0.289
H -1.707 1.225 -0.399
H 0.096 1.336 -0.417
H 0.463 2.234 -4.195
H 1.073 2.365 -2.513
H -0.555 2.995 -2.918
C -2.020 0.431 8.604
C -1.555 0.333 7.177
C -0.193 0.272 6.861
C 0.184 0.139 5.508
N -0.704 0.191 4.502
C -2.001 0.211 4.800
C -2.472 0.251 6.126
H -1.744 -0.442 9.208
H -1.552 1.301 9.073
H -3.104 0.551 8.659
H 0.578 0.349 7.630
H 1.243 0.065 5.254
H -2.708 0.257 3.966
H -3.551 0.244 6.284
```

## Properties
- Relative energy (zero: lowest compared OMol25 entry of this formula, charge and spin): 0.000 eV
- HOMO energy (alpha / beta): -8.63 / -8.63 eV
- HOMO-LUMO gap (alpha / beta): 0.32581 / 0.21958 Ha
- Spin multiplicity: 6
- Maximum force: 3.05 eV Å⁻¹
- Molar mass: 635.9 g mol⁻¹
- DFT total energy: -118105.865 eV

---

No. 2
A structure of composition C26H43Cl3N3O3SiTi in a non-equilibrium geometry. Source: OMol25; level of theory: ωB97M-V with the def2-TZVPD basis set.

XYZ file:
```
80
Properties=species:S:1:pos:R:3
C -4.019 3.632 -5.581
C -4.677 2.563 -6.403
H -2.962 3.731 -5.860
H -4.069 3.370 -4.521
H -4.508 4.594 -5.745
C -4.932 2.779 -7.711
C -4.403 3.933 -8.482
H -5.620 2.142 -8.273
H -3.306 4.032 -8.408
H -4.830 4.897 -8.158
H -4.634 3.848 -9.552
Ti -2.294 0.690 -2.332
Cl -1.877 2.571 -1.207
Cl -4.574 1.008 -2.244
C -3.178 -1.687 -1.014
O -2.173 -1.026 -1.469
N -3.170 -3.008 -1.030
C -2.027 -3.736 -1.578
C -4.314 -3.761 -0.538
H -4.039 -1.146 -0.617
H -1.086 -3.455 -1.070
H -1.909 -3.563 -2.664
H -2.215 -4.807 -1.414
H -4.650 -3.354 0.416
H -4.011 -4.802 -0.414
H -5.152 -3.715 -1.240
H 3.022 2.442 -1.431
H 1.542 0.972 -4.643
C 3.193 1.454 -1.874
C 2.217 0.472 -3.944
N 2.024 0.947 -2.573
H 3.536 0.780 -1.072
C 0.815 0.918 -2.018
O -0.205 0.460 -2.631
H 2.085 -0.613 -4.006
H 0.719 1.347 -1.000
H 4.004 1.541 -2.602
H 3.254 0.705 -4.217
O -3.819 0.857 -4.972
C -5.031 1.304 -5.611
C -5.638 -0.160 -7.667
C -5.878 0.253 -6.348
H -4.810 0.289 -8.234
C -6.451 -1.142 -8.276
H -5.674 1.651 -4.780
C -7.015 -0.240 -5.701
H -6.223 -1.480 -9.296
C -7.534 -1.670 -7.576
C -7.818 -1.215 -6.298
H -7.261 0.136 -4.708
H -8.154 -2.438 -8.032
H -8.666 -1.601 -5.752
Si -2.674 -0.443 -5.352
Cl -1.149 0.976 -5.990
C -2.646 -1.047 -7.153
C -4.080 -1.699 -4.579
C -1.340 -1.627 -4.551
H -3.532 -1.611 -7.459
H -1.773 -1.715 -7.224
H -2.488 -0.234 -7.876
H -0.395 -1.551 -5.107
H -1.718 -2.646 -4.701
H -1.077 -1.522 -3.486
H -4.799 -1.964 -5.380
H -4.648 -1.167 -3.812
H -3.724 -2.641 -4.131
N 0.166 -0.585 0.516
C 1.068 -0.497 1.535
C 0.748 0.244 2.699
C 1.722 0.489 3.673
C 3.014 -0.010 3.504
C 3.337 -0.764 2.360
C 2.374 -1.020 1.393
H -0.774 -0.261 0.625
H 0.299 -1.263 -0.236
H -0.263 0.639 2.801
H 1.465 1.069 4.556
H 3.787 0.210 4.243
H 4.354 -1.151 2.240
H 2.625 -1.598 0.505
```

## Properties
- HOMO energy (alpha / beta): -2.67 / -4.48 eV
- HOMO-LUMO gap (alpha / beta): 0.17823 / 0.24477 Ha
- Spin multiplicity: 3
- Maximum force: 4.24 eV Å⁻¹
- Total charge: -1
- Molar mass: 628.0 g mol⁻¹
- DFT total energy: -106837.820 eV

---

No. 3
A structure of composition C26H43CoF5P2 in a non-equilibrium geometry. Source: OMol25; level of theory: ωB97M-V with the def2-TZVPD basis set.

XYZ file:
```
77
Properties=species:S:1:pos:R:3
Co 0.182 0.614 -0.122
C -0.631 -0.017 1.813
C -1.681 0.306 0.865
C -0.797 -1.781 0.323
C -0.141 -1.322 1.486
C -1.778 -0.814 -0.041
C -0.385 0.634 3.131
H -0.820 1.637 3.192
H 0.694 0.718 3.320
H -0.809 0.035 3.953
C 0.729 -2.124 2.362
H 1.320 -1.494 3.040
H 1.434 -2.713 1.779
H 0.126 -2.816 2.972
C -0.637 -3.098 -0.313
H -1.233 -3.874 0.193
H 0.416 -3.399 -0.289
H -0.943 -3.069 -1.365
C -2.871 -1.074 -1.004
H -3.564 -1.829 -0.599
H -2.479 -1.470 -1.949
H -3.461 -0.171 -1.219
C -2.734 1.343 1.042
H -3.667 0.939 1.467
H -2.984 1.789 0.075
H -2.393 2.142 1.707
C 2.664 6.049 -0.552
C 1.692 6.462 0.277
C 0.754 7.586 -0.080
C 0.238 7.569 -1.545
C -0.065 6.214 -2.138
C 0.797 5.514 -2.885
C 2.231 5.912 -3.113
C 2.903 6.642 -1.919
H 1.248 8.554 0.068
H 0.948 8.121 -2.166
H -0.110 7.592 0.593
H 2.605 7.696 -1.955
H 3.436 5.360 -0.188
H 1.641 6.089 1.307
H 3.983 6.673 -2.099
H 2.830 5.031 -3.360
H 0.460 4.606 -3.403
H 2.299 6.574 -3.988
H -0.678 8.171 -1.583
H -1.106 5.884 -2.043
P 1.219 2.465 0.252
P -0.022 0.908 -2.280
C 1.645 3.030 -1.454
C 1.327 2.109 -2.628
H 2.704 3.328 -1.484
H 1.072 3.959 -1.521
H 0.986 2.679 -3.512
H 2.228 1.535 -2.914
C 0.154 -0.476 -3.423
H -0.678 -1.179 -3.276
H 1.099 -0.997 -3.217
H 0.163 -0.101 -4.455
C -1.555 1.788 -2.699
H -1.349 2.451 -3.547
H -1.915 2.379 -1.840
H -2.330 1.059 -2.978
C 2.718 2.455 1.255
H 2.461 2.016 2.231
H 3.122 3.466 1.407
H 3.480 1.832 0.772
C 0.069 3.684 0.973
H -0.920 3.609 0.496
H 0.424 4.715 0.871
H -0.040 3.462 2.047
F 3.156 0.233 -1.140
C 2.424 -0.639 -0.325
F 2.944 -0.521 0.945
C 2.751 -2.058 -0.844
F 4.050 -2.173 -1.234
F 2.538 -3.016 0.100
F 1.975 -2.398 -1.915
```

## Properties
- Relative energy (zero: lowest compared OMol25 entry of this formula, charge and spin): 0.000 eV
- HOMO energy (alpha / beta): -10.04 / -11.19 eV
- HOMO-LUMO gap (alpha / beta): 0.29830 / 0.24678 Ha
- Spin multiplicity: 5
- Maximum force: 3.74 eV Å⁻¹
- Total charge: +1
- Molar mass: 571.5 g mol⁻¹
- DFT total energy: -97443.135 eV

---

Which value of spin multiplicity does entry 2 give?
3

---

Look up the maximum force of the third one.
3.74 eV Å⁻¹